(1)
{
  "formula": "C4H8O2",
  "method": "wB97M-V/def2-TZVPD",
  "symbols": ["C", "C", "O", "C", "C", "O", "H", "H", "H", "H", "H", "H", "H", "H"],
  "positions_angstrom": [[-1.314, -0.493, -1.024], [-0.895, 0.412, 0.101], [1.087, -1.139, 2.515], [1.482, -0.974, 1.389], [0.088, 1.314, 0.066], [0.923, 1.591, -0.972], [-0.580, -0.536, -1.838], [-1.449, -1.520, -0.667], [-2.267, -0.175, -1.463], [-1.435, 0.323, 1.040], [1.169, -1.624, 0.547], [2.196, -0.171, 1.119], [0.337, 1.925, 0.928], [0.659, 1.066, -1.740]],
  "smiles": "C/C=C\\O.C=O",
  "homo_lumo_gap_ha": 0.3552,
  "de_lowest_ev": 2.256
}



(2)
{
  "formula": "C10H18AlCl2F4IN3O",
  "method": "wB97M-V/def2-TZVPD",
  "symbols": ["C", "C", "C", "I", "Al", "C", "N", "C", "Cl", "C", "C", "Cl", "C", "F", "F", "C", "F", "F", "H", "H", "H", "H", "H", "H", "H", "H", "H", "H", "H", "H", "H", "H", "C", "O", "N", "N", "H", "H", "H", "H"],
  "positions_angstrom": [[-2.068, -2.190, -2.520], [-0.943, -1.687, -3.601], [0.550, -1.422, -2.978], [1.689, -0.347, -4.568], [0.604, -0.213, -1.322], [-0.614, -0.808, 0.225], [-2.007, -0.217, 0.187], [2.615, -0.108, -0.755], [3.795, 1.199, -1.440], [3.229, -1.052, 0.257], [2.372, -2.231, 1.009], [5.032, -0.881, 0.743], [0.078, 1.771, -1.728], [1.053, 2.443, -2.636], [-1.336, 1.866, -2.226], [0.103, 2.672, -0.319], [0.782, 1.980, 0.802], [-1.270, 3.031, 0.149], [-2.674, -1.252, -2.151], [-2.869, -2.893, -3.057], [-1.631, -2.846, -1.632], [-1.387, -0.775, -4.209], [-0.819, -2.573, -4.391], [1.105, -2.459, -2.855], [-0.669, -1.981, 0.236], [-0.093, -0.448, 1.224], [-2.232, 0.316, 1.055], [-2.646, -1.035, 0.042], [1.685, -1.681, 1.816], [1.599, -2.746, 0.262], [3.014, -3.053, 1.541], [0.704, 3.680, -0.507], [-1.349, 2.048, 4.074], [-2.543, 2.178, 3.851], [-0.840, 2.029, 5.319], [-0.437, 1.910, 3.095], [0.140, 1.923, 5.522], [-1.492, 2.130, 6.085], [-0.779, 1.919, 2.142], [0.549, 1.802, 3.258]],
  "homo_lumo_gap_ha": 0.2780,
  "total_charge": -1
}



(3)
{
  "formula": "C48H47BrCl2F4FeN3O2P2",
  "method": "wB97M-V/def2-TZVPD",
  "symbols": ["Fe", "F", "C", "C", "F", "C", "F", "C", "P", "C", "C", "C", "C", "C", "C", "C", "C", "C", "C", "C", "C", "C", "Br", "C", "F", "H", "H", "H", "H", "H", "H", "H", "H", "H", "H", "N", "C", "N", "C", "C", "C", "C", "C", "C", "H", "H", "H", "H", "H", "H", "C", "C", "C", "P", "C", "C", "C", "C", "C", "C", "H", "H", "H", "H", "H", "H", "H", "H", "H", "H", "H", "H", "H", "H", "H", "H", "H", "H", "H", "H", "H", "Cl", "C", "C", "C", "C", "C", "Cl", "C", "N", "C", "C", "C", "C", "C", "C", "C", "C", "O", "O", "H", "H", "H", "H", "H", "H", "H", "H", "H", "H"],
  "positions_angstrom": [[-0.308, 0.907, 0.573], [4.424, 6.679, -0.549], [3.963, 5.460, -0.331], [4.843, 4.396, -0.130], [6.150, 4.603, -0.147], [4.340, 3.115, 0.088], [5.201, 2.115, 0.275], [2.973, 2.857, 0.108], [2.265, 1.139, 0.215], [3.288, 0.404, 1.513], [3.682, -0.926, 1.390], [4.480, -1.506, 2.358], [4.872, -0.768, 3.464], [4.451, 0.545, 3.607], [3.653, 1.133, 2.644], [2.912, 0.537, -1.382], [2.032, 0.613, -2.458], [2.425, 0.178, -3.710], [3.699, -0.340, -3.891], [4.576, -0.414, -2.821], [4.190, 0.022, -1.564], [2.120, 3.937, -0.082], [0.237, 3.684, -0.055], [2.590, 5.227, -0.292], [1.734, 6.229, -0.446], [3.382, -1.473, 0.510], [4.824, -2.522, 2.238], [5.506, -1.217, 4.211], [4.765, 1.119, 4.465], [3.338, 2.160, 2.762], [1.029, 0.999, -2.293], [1.743, 0.244, -4.543], [4.009, -0.679, -4.867], [5.571, -0.808, -2.961], [4.891, -0.038, -0.746], [-0.768, 0.533, 4.857], [-1.008, 0.400, 3.544], [-0.377, 1.291, 2.808], [0.324, 2.079, 3.706], [1.145, 3.189, 3.524], [1.744, 3.741, 4.638], [1.539, 3.221, 5.918], [0.701, 2.145, 6.129], [0.094, 1.592, 5.011], [-1.147, -0.038, 5.597], [-1.634, -0.371, 3.139], [1.299, 3.618, 2.549], [2.385, 4.603, 4.530], [2.035, 3.680, 6.759], [0.520, 1.748, 7.116], [-5.217, 0.480, 0.530], [-3.789, 0.870, 0.903], [-3.764, 1.935, 1.998], [-2.614, 1.419, -0.459], [-3.090, 3.133, -1.069], [-4.585, 3.403, -1.208], [-2.347, 3.436, -2.374], [-2.825, 0.235, -1.890], [-4.074, 0.357, -2.760], [-2.657, -1.181, -1.340], [-5.736, 0.176, 1.438], [-5.241, -0.364, -0.154], [-5.773, 1.301, 0.090], [-3.285, -0.029, 1.289], [-4.368, 2.795, 1.725], [-2.743, 2.276, 2.180], [-4.164, 1.531, 2.926], [-2.697, 3.796, -0.286], [-5.063, 2.710, -1.892], [-4.713, 4.408, -1.605], [-5.093, 3.366, -0.249], [-2.908, 3.089, -3.238], [-1.363, 2.970, -2.396], [-2.212, 4.510, -2.476], [-1.957, 0.453, -2.528], [-4.994, 0.259, -2.191], [-4.051, -0.440, -3.502], [-4.092, 1.301, -3.297], [-3.556, -1.522, -0.832], [-1.830, -1.222, -0.632], [-2.452, -1.865, -2.156], [-3.257, -5.522, 0.585], [-3.305, -5.081, -1.087], [-4.464, -5.258, -1.816], [-4.492, -4.896, -3.154], [-3.373, -4.338, -3.750], [-2.205, -4.165, -3.028], [-0.897, -3.312, -3.780], [-2.129, -4.565, -1.678], [-1.025, -4.393, -0.885], [0.292, -4.508, -1.240], [0.661, -5.270, -2.364], [1.979, -5.367, -2.744], [2.959, -4.714, -2.003], [2.609, -4.014, -0.856], [1.292, -3.906, -0.438], [0.939, -3.188, 0.835], [0.391, -1.769, 0.644], [-0.623, -1.398, 1.270], [0.992, -0.971, -0.120], [-5.335, -5.682, -1.345], [-5.392, -5.033, -3.729], [-3.409, -4.020, -4.779], [-1.236, -4.292, 0.104], [-0.103, -5.825, -2.887], [2.253, -5.972, -3.594], [3.997, -4.785, -2.294], [3.386, -3.561, -0.261], [1.839, -3.069, 1.445], [0.213, -3.752, 1.425]],
  "s_squared": 8.7672,
  "homo_lumo_gap_ha": [0.2433, 0.1121],
  "de_lowest_ev": 0.332,
  "multiplicity": 6,
  "total_charge": 2
}



(4)
{
  "formula": "C3H9NO",
  "method": "wB97M-V/def2-TZVPD",
  "symbols": ["C", "O", "H", "H", "H", "C", "C", "N", "H", "H", "H", "H", "H", "H"],
  "positions_angstrom": [[2.616, 1.748, -1.022], [1.757, 1.065, -0.153], [2.115, 2.669, -1.391], [3.492, 2.064, -0.430], [2.721, 1.222, -1.967], [-1.952, -1.465, 0.848], [-2.408, -1.107, -0.352], [-0.735, -0.976, 1.408], [-2.451, -2.232, 1.462], [-3.443, -0.866, -0.582], [-1.812, -1.067, -1.257], [-0.635, -1.263, 2.371], [1.531, 0.167, -0.379], [-0.797, 0.041, 1.443]],
  "smiles": "C=CN.CO",
  "homo_lumo_gap_ha": 0.3329,
  "de_lowest_ev": 3.088
}